222
Properties=species:S:1:pos:R:3:mulliken_charge:R:1 method="wB97M-V/def2-TZVPD" homo_ev=-9.8 lumo_energy_ev=-0.1 gap_ev=9.709 total_charge=0 energy_ha=-10219.296587 de_lowest_ev=3.601
S 5.4914 0.5835 3.9715 1.084
S -3.0339 0.9025 -8.2424 1.049
S 1.9764 -2.4727 -6.6764 0.917
S 0.8633 0.3781 1.7116 -0.267
S -3.9348 -4.8899 5.2468 1.126
S 1.8364 4.0743 -6.1081 1.106
S -1.6608 -5.5963 -2.4363 0.948
S -4.5185 0.0028 1.5149 1.353
P -5.1781 2.2749 -2.7364 0.233
P 0.3786 -5.0691 6.3404 1.201
P 5.1937 1.5535 -2.1583 0.348
P 3.3551 -4.6937 0.9000 0.490
P -0.7798 5.6224 0.0148 0.117
P 1.7672 4.4864 7.0592 0.786
O 0.4517 6.2248 0.8719 -0.356
O -4.4022 2.4766 -4.0082 -0.467
O 0.6961 1.5847 2.5172 -0.320
O -4.2334 1.1971 -9.0021 -0.673
O 5.1840 0.1696 5.3717 -0.705
O -6.0043 -0.0080 1.2690 -0.862
O 3.0642 5.2009 6.8323 -0.723
O -1.6801 1.5169 -8.4639 -0.566
O 5.1045 0.6254 -1.0105 -0.342
O 5.3384 3.1190 -1.7626 -0.368
O -0.5208 -5.4686 -1.4619 -0.409
O -4.3737 -5.8116 6.2609 -0.681
O -4.2176 1.9445 -1.4634 0.355
O -0.4318 4.2892 -0.5436 0.413
O -6.1611 3.5141 -2.2090 -0.232
O 2.7422 -5.0706 -0.6062 -0.417
O 3.7238 -5.8823 1.7329 -0.719
O 0.4677 -5.4912 4.9642 -0.663
O -0.7752 -5.8365 7.1995 -0.313
O 0.1357 -3.5256 6.5935 -0.434
O -1.1734 6.8681 -0.9832 -0.341
O 2.2894 -3.6936 1.5865 0.306
O 6.1301 -0.3743 3.0319 -0.622
O -6.1951 1.0135 -2.7972 -0.437
O 1.8667 -5.3379 7.0898 -0.462
O 4.5166 -3.6684 0.6534 -0.324
O 1.2876 -2.3508 -7.9271 -0.709
O 1.8136 -1.5078 -5.6031 -0.199
O -2.0324 5.5712 1.0411 0.009
O 0.9134 4.3374 5.7100 0.067
O 1.7388 2.9500 7.6757 -0.361
O 4.0042 1.6594 -3.2759 0.027
O -3.6021 -0.2730 0.4495 0.016
O 1.2399 -0.8840 2.3262 -0.026
O 6.5648 1.4276 -3.1794 -0.439
O 0.6834 5.1661 8.0527 -0.366
O 1.7165 5.3612 -6.7974 -0.691
O -1.8003 -6.6520 -3.3790 -0.689
O -3.3947 -3.6089 5.7021 -0.617
O 2.9705 3.1640 -6.2041 -0.569
C 3.7624 -2.5752 -7.0561 -1.030
C -1.1466 -5.4483 8.5216 -0.839
C 4.3432 -3.6424 -6.1800 -0.222
C -5.7263 -0.2818 -2.6274 0.137
C 2.6280 2.0277 7.1882 -0.259
C -2.3629 -1.5388 -6.9450 -0.152
C -3.4261 0.6970 -6.3876 -0.578
C -0.6565 0.1291 0.6254 0.210
C -3.2717 1.3200 3.3420 -0.163
C -2.4291 6.7074 1.7498 -0.880
C 3.1449 0.6360 -3.7040 -1.025
C -2.5386 -5.6109 4.1947 -0.235
C -4.3201 -4.6889 2.5661 0.538
C 1.9369 -4.2700 -6.1653 -0.342
C -3.1887 -5.4205 -1.4094 -1.287
C -2.8941 -0.9607 -8.2668 -1.078
C 1.9014 0.7161 0.3174 2.458
C -2.6038 -0.4799 -5.8613 0.646
C -2.3828 6.7860 -1.7403 -0.864
C 3.0947 -4.9591 6.5118 -0.356
C 1.7356 6.4202 0.1856 -0.562
C -0.2074 -0.1037 -0.7872 -0.974
C -2.9091 -3.1654 -2.2864 0.878
C -0.5153 4.5568 8.4375 -0.566
C 4.7267 -2.5028 1.4683 -0.348
C 0.9441 5.3778 4.7890 -0.771
C -4.1449 -0.9951 2.9363 0.075
C -0.6206 3.8924 -5.0537 -0.150
C 1.0280 -4.1991 1.8674 -0.679
C 2.5091 -4.0667 -1.6232 0.137
C 3.9714 1.0283 3.2258 0.985
C 1.7496 4.3646 -4.2783 -0.355
C -2.9330 2.5908 -1.4288 0.133
C 0.6417 -2.5680 5.7302 -0.149
C 6.6097 0.3899 -4.2392 -0.566
C -3.8479 0.0331 4.0563 -1.344
C 0.3257 3.9397 -3.8160 0.890
C -3.3803 -3.9831 -1.0853 -0.103
C 3.2999 -4.8022 -6.3315 -1.035
C -7.2239 4.0425 -2.9725 -0.806
C -1.9951 -3.9064 -3.2826 -0.747
C 5.2586 3.1745 3.4516 -0.035
C 1.0639 0.8516 -0.9279 1.009
C -4.0570 1.6287 2.1044 -0.413
C 6.2838 2.2961 4.0538 -0.911
C 0.1831 3.2441 -6.2484 -0.785
C 3.9138 2.4980 3.5731 0.903
C 4.8008 3.5835 -0.5095 -0.275
C -5.1697 -4.5167 3.8719 -0.874
C -3.3180 -5.8260 2.8783 -1.084
H 0.4550 2.1891 -6.2806 0.227
H 3.8390 -4.5343 7.1853 0.254
H -0.3320 3.6905 9.0731 0.249
H 2.0447 5.4043 -4.1363 0.582
H -2.7179 3.4463 -2.0691 0.348
H -2.8419 -2.4957 -6.7378 0.396
H 0.1534 -1.1315 -0.8264 0.436
H 0.0116 4.6353 -3.0378 -0.413
H 5.4122 -3.8339 -6.0875 0.427
H -1.1233 5.2190 9.0539 0.259
H 1.4525 -4.0709 -1.8911 -0.120
H -2.9722 -1.0120 -4.9842 -0.485
H 1.0197 -4.4040 2.9379 0.309
H 7.6045 -0.0506 -4.3057 0.339
H -6.9751 4.0033 -4.0330 0.309
H 0.3359 -3.3687 1.7275 -0.124
H 4.0055 2.9970 -0.0495 -0.212
H -3.9366 -1.2221 -8.4485 0.378
H -0.1073 -1.7991 5.5407 0.310
H -3.2352 -6.1364 -0.5888 0.496
H 0.6410 -4.9699 1.2010 0.505
H 5.5413 3.3258 2.4098 -0.417
H 2.5003 6.1729 0.9219 0.225
H 5.6059 3.5348 0.2237 0.298
H 0.6756 1.8644 -1.0350 -0.577
H -3.0657 5.9620 -1.5335 0.350
H -2.6780 -3.8041 -0.2711 -0.119
H 3.5427 -5.8552 6.0823 0.295
H -3.3124 1.6306 -5.8366 0.260
H 7.1390 2.4596 3.3980 0.401
H 2.6534 1.4773 0.5249 -1.389
H -5.0425 -1.5238 3.2569 0.011
H 0.3309 2.9688 -3.3206 -0.476
H -1.9682 -6.1012 8.8164 0.328
H -7.5102 5.0767 -2.7814 0.286
H -2.8665 7.6686 -1.3218 0.358
H -4.9987 -0.5607 -3.3896 -0.085
H 6.7718 2.3712 5.0256 0.450
H -5.0584 2.0207 2.2824 0.581
H -1.4956 3.2704 -4.8648 -0.180
H 3.2255 -0.2459 -3.0685 0.772
H -1.0740 -0.0450 -1.4457 0.479
H -1.0447 -3.4535 -3.5651 0.454
H -4.5108 0.5940 -6.4166 0.341
H 5.9297 -0.4537 -4.1206 0.149
H -3.8266 -6.7824 2.9992 0.349
H 4.0064 -1.5176 -6.9567 0.529
H 2.1015 0.8880 -3.8936 0.181
H 3.1272 0.4784 3.6417 0.287
H 1.6150 0.8703 -1.8681 -1.002
H 3.8152 -3.0015 -8.0579 0.364
H -4.8929 -5.0238 1.7014 0.432
H 0.7355 -3.0436 4.7540 -0.212
H -1.0563 4.2875 7.5303 0.230
H -0.3997 -5.2640 9.2937 0.344
H 2.9483 -4.4390 -2.5487 0.131
H 3.9530 0.8593 2.1491 -0.776
H 3.5232 -5.5990 -5.6219 0.447
H 3.3763 -5.2592 -7.3181 0.340
H -1.3817 -0.5025 1.1386 0.347
H -3.5567 2.2139 1.3328 -0.290
H -2.8982 6.3981 2.6838 0.225
H -2.1016 -6.3944 4.8139 0.608
H -3.1604 7.2593 1.1592 0.257
H -3.1215 2.1830 3.9907 0.653
H -2.4071 -2.3381 -1.7847 -0.634
H 2.3687 -0.2388 0.0768 -0.478
H -3.2015 -0.3579 4.8421 0.510
H -5.8850 -5.3226 4.0360 0.408
H -1.6972 -4.5094 8.5801 0.276
H -1.5994 7.3494 2.0455 0.338
H -5.6143 -3.5257 3.9636 0.376
H 3.3755 2.8950 2.7125 -0.097
H -2.1263 1.8607 -1.4943 -0.360
H -2.6780 2.8913 -0.4125 -0.383
H 2.4373 3.6628 -3.8064 -0.165
H -0.9763 4.9152 -5.1782 0.417
H 1.3799 6.3355 5.0737 0.457
H 2.7564 1.1111 7.7638 0.382
H 5.3268 4.1378 3.9569 0.523
H -6.5007 -1.0267 -2.4443 0.391
H 4.3414 -2.5406 2.4872 0.261
H 1.7096 5.1506 4.0470 0.208
H -2.5548 -4.2130 -4.1662 0.329
H 3.4193 2.8215 4.4890 -0.728
H -3.3285 -1.7044 2.8004 0.064
H 2.9893 -4.1696 5.7677 0.008
H 1.0613 -4.6518 -6.6904 0.464
H 5.7948 -2.2989 1.5443 0.383
H -8.1462 3.4617 -2.9577 0.302
H -4.3880 -3.7056 -0.7758 0.709
H 4.4607 4.6189 -0.5253 0.363
H 2.2561 1.8628 6.1769 -0.047
H 3.4906 0.2231 -4.6517 0.305
H 1.6232 -2.2431 6.0755 0.472
H 3.6761 2.3057 7.0771 0.284
H -3.6367 -2.5572 -2.8238 -0.248
H -1.6402 -0.2577 -5.4028 0.089
H -4.7649 0.2976 4.5829 0.397
H 1.8922 7.4939 0.0814 0.327
H 4.3730 -1.6069 0.9581 0.023
H 1.7496 5.9654 -0.8049 0.134
H -1.8437 -4.8042 3.9613 -0.055
H -0.0839 5.5837 4.4908 0.232
H -3.9286 -5.7376 -2.1443 0.410
H -2.2654 0.9488 3.1477 -0.282
H 6.3264 0.8330 -5.1939 0.306
H -2.3366 -1.2119 -9.1692 0.548
H -1.1274 1.1106 0.6798 -0.324
H -2.1331 6.8832 -2.7968 0.295
H 2.8183 -3.0552 -1.3599 0.145
H -3.8815 -3.7694 2.1785 -0.519
H 4.1863 -3.4458 -5.1194 0.008
H -2.7343 -6.0061 1.9756 0.317
H -0.1612 3.5611 -7.2328 0.573
H -5.2717 -0.2445 -1.6374 -0.144
H 1.5625 -4.2215 -5.1428 0.081
H -1.2817 -1.5500 -7.0826 -0.098

***

24
Properties=species:S:1:pos:R:3:nbo_charge:R:1 method="wB97M-V/def2-TZVPD" homo_ev=-9.0 smiles=Cn1cnnc1[C@H]1CC1(C)C lumo_energy_ev=0.6 gap_ev=9.604 total_charge=0 energy_ha=-476.808366 de_lowest_ev=2.566
N -2.8519 1.0983 1.0359 -0.271
N -1.5285 1.2771 0.8990 -0.313
N -2.0683 -0.6765 -0.0063 -0.378
C -1.9030 -1.9480 -0.6027 -0.416
C -3.1483 -0.0765 0.5758 0.139
C 2.8957 -0.0182 0.4648 -0.598
C 1.0193 0.1643 -1.3164 -0.412
C 0.3307 -0.3204 -0.0557 -0.314
C -1.0200 0.1858 0.2714 0.345
C 1.5147 0.5932 0.0125 0.011
C 1.2549 2.0288 0.4904 -0.635
H 0.3634 0.7517 -1.9650 0.224
H 1.4761 -0.7117 -1.8807 0.215
H 2.9178 0.1205 1.6411 0.212
H 1.2054 2.6198 -0.3353 0.205
H 3.5773 0.6009 -0.0678 0.217
H -2.7925 -2.6213 -0.5909 0.231
H -1.5164 -1.8725 -1.6365 0.219
H 2.0877 2.2661 1.0222 0.203
H -4.2354 -0.3969 0.4561 0.209
H 0.2841 2.0094 1.0797 0.273
H -1.1470 -2.6385 -0.0525 0.205
H 2.9287 -1.1217 0.2697 0.209
H 0.3554 -1.3136 0.2912 0.221

***

53
Properties=species:S:1:pos:R:3:nbo_charge:R:1 method="wB97M-V/def2-TZVPD" homo_ev="-2.7 / -2.7" lumo_energy_ev="2.8 / 2.8" gap_ev="5.530 / 5.531" total_charge=-1 energy_ha=-1993.911437 de_lowest_ev=0.606
Sb -0.1426 1.2920 0.5364 0.993
Pd 0.1586 -1.2786 0.4050 0.113
S -2.4729 -5.2937 -0.2691 0.183
S -1.6853 -2.7589 1.1174 -0.337
N 0.7508 -3.1994 -0.5477 -0.234
N -0.1168 -4.1962 -0.5210 -0.373
N 2.5360 -1.1769 -0.0704 -0.458
C -1.2731 1.3160 -1.3756 -0.502
C -2.8797 1.8095 2.0950 -0.625
C 5.2438 -1.5963 -0.4891 -0.184
C 4.7544 -0.3187 -0.2116 -0.309
C -1.2571 -4.0177 0.0453 -0.115
C -1.8476 0.7251 1.8465 -0.506
C -1.7691 -0.1022 -1.6080 -0.642
C -2.8842 -4.8785 -1.9959 -0.731
C 2.9850 -2.4247 -0.3679 0.165
C 2.0237 -3.4748 -0.3829 -0.094
C 4.3616 -2.6418 -0.5976 -0.250
C 1.4332 3.8938 0.7654 -0.624
C 0.0097 3.4681 1.0638 -0.504
C -0.3591 1.7583 -2.5084 -0.626
C 3.3875 -0.1729 -0.0410 0.057
C -0.9738 4.3923 0.3819 -0.623
C -1.2367 0.1493 3.1159 -0.644
H -0.5768 -0.6899 2.8321 0.244
H -2.1971 -0.2121 -2.6069 0.190
H -0.9003 1.7699 -3.4574 0.191
H -2.0015 -5.0154 -2.6125 0.216
H -2.4357 2.6763 2.5850 0.189
H -0.8339 5.4171 0.7366 0.187
H -0.8169 4.3900 -0.6936 0.197
H 5.4178 0.5279 -0.1281 0.206
H 2.3498 -4.4975 -0.1995 0.178
H 2.9592 0.8067 0.1656 0.194
H -2.1201 2.0075 -1.2904 0.194
H -1.9993 4.1025 0.5866 0.212
H -2.3174 -0.1092 1.3136 0.233
H 4.7041 -3.6326 -0.8645 0.207
H -3.2227 -3.8484 -2.0325 0.217
H 1.6122 4.9260 1.0699 0.188
H 0.4792 1.0668 -2.6025 0.211
H -0.9277 -0.8263 -1.5122 0.224
H -3.6765 1.4276 2.7374 0.194
H 1.6282 3.8181 -0.3026 0.196
H 0.0331 2.7596 -2.3291 0.191
H -2.5346 -0.3727 -0.8781 0.221
H -3.6796 -5.5531 -2.2989 0.208
H -3.3310 2.1254 1.1531 0.199
H -0.6521 0.8949 3.6622 0.181
H 6.3073 -1.7571 -0.6281 0.202
H -2.0094 -0.2425 3.7767 0.194
H -0.1487 3.5106 2.1435 0.198
H 2.1442 3.2569 1.2885 0.209